11
Properties=species:S:1:pos:R:3 method="wB97M-V/def2-TZVPD" total_charge=+1 de_lowest_kcal_mol=36.64 smiles="C1=[NH+]P=NCN1" multiplicity=1
C 0.54 0.71 0.78
N 1.64 0.10 -0.35
P 1.10 -0.77 -1.69
N -0.42 -1.00 -1.39
C -1.17 -0.52 -0.38
N -0.66 0.41 0.69
H 1.08 1.40 1.44
H 2.62 0.35 0.08
H -2.10 -0.10 -0.92
H -1.46 -1.36 0.30
H -1.16 0.79 1.44